This record from the OMol25 dataset describes a molecular structure, C22H43N2P3PtS in a non-equilibrium geometry. The level of theory is ωB97M-V/def2-TZVPD.

Positions of all 72 atoms, in Å:
Pt 0.27 0.93 -1.20
P 2.30 1.30 0.88
P -1.54 1.66 0.20
P 0.99 2.08 -3.06
H -1.37 -2.64 2.18
C -1.20 -3.18 1.23
C 0.00 -3.63 0.84
H 0.88 -3.66 1.50
C 1.86 0.12 2.18
C 1.89 3.01 1.24
C 4.07 1.17 0.57
C -3.19 0.94 -0.14
C -1.44 1.45 2.01
C -1.79 3.44 -0.14
C 2.20 1.07 -3.98
C 1.85 3.65 -2.74
C -0.28 2.50 -4.28
H -2.10 -3.35 0.62
H 0.19 -3.95 -0.19
H 0.89 -0.37 2.00
H 1.82 0.62 3.15
H 2.63 -0.66 2.23
H 0.88 3.11 1.63
H 1.99 3.62 0.33
H 2.60 3.38 1.98
H 4.32 0.15 0.27
H 4.63 1.43 1.49
H 4.38 1.86 -0.23
H -3.93 1.46 0.48
H -3.17 -0.13 0.14
H -3.47 1.03 -1.20
H -2.26 2.03 2.47
H -0.48 1.80 2.42
H -1.57 0.39 2.25
H -2.72 3.77 0.33
H -1.86 3.60 -1.23
H -0.95 4.02 0.26
H 2.26 1.45 -5.00
H 1.87 0.02 -4.01
H 3.18 1.14 -3.49
H 2.06 4.13 -3.70
H 2.80 3.45 -2.23
H 1.21 4.31 -2.14
H 0.21 2.56 -5.26
H -0.73 3.47 -4.02
H -1.07 1.73 -4.32
C -0.84 -1.44 -3.49
C -1.68 -1.66 -4.61
C -1.37 -2.65 -5.53
C -0.24 -3.44 -5.35
C 0.58 -3.25 -4.23
C 0.30 -2.25 -3.30
S -1.34 -0.17 -2.43
H 1.83 0.89 -0.53
H -2.55 -1.01 -4.74
H -2.03 -2.79 -6.40
H 0.01 -4.20 -6.10
H 1.46 -3.88 -4.09
H 0.95 -2.05 -2.45
N -0.36 -3.96 4.21
C -0.80 -2.84 4.87
C -1.72 -2.97 5.95
C -1.94 -1.85 6.74
C -1.34 -0.64 6.37
C -0.58 -0.59 5.19
N -0.27 -1.67 4.48
H 0.17 -3.84 3.34
H -0.93 -4.79 4.27
H -2.17 -3.94 6.12
H -2.58 -1.92 7.62
H -1.46 0.26 6.96
H -0.18 0.36 4.82

Output
F_max: 2.3 eV/A
LUMO energy (alpha / beta): -0.4085 / -0.5152 Eh
Multiplicity: 5
Electronic energy: -68399.2519 eV
HOMO-LUMO gap (alpha / beta): 7.276 / 5.735 eV
E_HOMO (alpha / beta): -0.6759 / -0.7259 Eh
Total charge: +4
Expectation value of S²: 6.06